Entry 1:
The following is a DFT calculation (the ωB97M-V functional and the def2-TZVPD basis) of C42H49AsF6GeI2N3O4PY as an isolated structure at a distorted geometry.

Each line ends with the Löwdin charge.
Geometry (Å):
1 Y -0.06825 -0.26589 -0.33660  1.5840
2 C 1.88726 3.46803 -1.86037  -0.0220
3 C 2.72245 2.32079 -1.28614  -0.6828
4 C 3.19865 2.70003 0.11922  -0.0449
5 C 3.96043 2.11966 -2.16882  -0.0748
6 O 1.91981 1.13135 -1.25700  -0.4071
7 Ge 2.84204 -0.57583 -1.22214  1.0924
8 O 1.20178 -1.34325 -1.90910  -0.4376
9 C 1.16708 -2.55041 -2.71094  -0.6532
10 C 0.67898 -2.19366 -4.11347  -0.0124
11 C 0.21650 -3.54073 -2.05979  -0.0214
12 C 2.56166 -3.16694 -2.81669  -0.0731
13 O 2.16082 -0.70409 0.63804  -0.4258
14 C 2.92621 -1.47884 1.58187  -0.6853
15 C 4.42716 -1.22062 1.39555  -0.0678
16 C 2.64471 -2.96774 1.39051  -0.0237
17 C 2.53891 -1.07477 2.99963  -0.0483
18 H 2.36286 4.42293 -1.63119  0.0968
19 H 0.88714 3.46129 -1.42386  0.0663
20 H 1.80376 3.38590 -2.94423  0.0791
21 H 4.03930 3.39320 0.05756  0.0986
22 H 3.51158 1.79867 0.65113  0.0660
23 H 2.40069 3.19521 0.66993  0.0411
24 H 4.44210 3.08005 -2.35384  0.0947
25 H 3.68076 1.67528 -3.12618  0.0864
26 H 4.68390 1.46336 -1.68104  0.0607
27 H -0.35715 -1.86236 -4.09117  0.0733
28 H 0.74274 -3.06749 -4.76155  0.0975
29 H 1.29604 -1.39791 -4.53601  0.0915
30 H -0.77383 -3.09802 -1.96506  0.0700
31 H 0.57862 -3.81458 -1.06942  0.0700
32 H 0.13672 -4.44642 -2.66107  0.1051
33 H 3.25116 -2.48085 -3.31347  0.0699
34 H 2.50766 -4.08853 -3.39353  0.0977
35 H 2.95399 -3.40134 -1.82402  0.0626
36 H 4.79500 -1.70801 0.49187  0.0627
37 H 4.98096 -1.61251 2.24846  0.0928
38 H 4.62668 -0.14885 1.31315  0.0728
39 H 2.76546 -3.23588 0.33882  0.0710
40 H 1.63325 -3.21945 1.69947  0.0433
41 H 3.33814 -3.56564 1.98406  0.1013
42 H 2.84829 -0.04860 3.20033  0.0538
43 H 3.02570 -1.73811 3.71584  0.0986
44 H 1.45778 -1.16275 3.13250  0.0573
45 I -5.03390 -2.21478 -1.01886  0.9656
46 C -3.88318 -1.34745 -2.53591  -0.6147
47 C -4.37091 -1.26786 -3.84372  -0.2220
48 C -3.66363 -0.62212 -4.82337  -0.6625
49 I -4.43454 -0.61490 -6.77534  0.9236
50 C -2.44248 0.02255 -4.52166  -0.2179
51 C -1.65319 0.75219 -5.43396  -0.0289
52 C -0.47992 1.31680 -5.01459  -0.0254
53 C -0.08861 1.17832 -3.67615  -0.1137
54 N -0.79864 0.52019 -2.78724  0.0669
55 C -1.94957 -0.07243 -3.19611  -0.1765
56 C -2.63680 -0.82349 -2.18062  -0.4441
57 O -2.08604 -0.96034 -1.01892  -0.2697
58 H -5.31858 -1.73291 -4.07901  0.0819
59 H -1.97441 0.85580 -6.46188  0.0665
60 H 0.14407 1.87655 -5.69753  0.1128
61 H 0.83335 1.60882 -3.31521  0.0831
62 C 2.94667 5.59472 5.13090  -0.0567
63 C 1.59787 5.31752 5.31088  -0.0632
64 C 0.99786 4.29249 4.59985  -0.1016
65 C 1.74501 3.54031 3.68680  -0.3784
66 C 3.10060 3.81770 3.52016  -0.0859
67 C 3.69676 4.84227 4.23892  -0.0582
68 P 1.01006 2.14710 2.76649  1.1828
69 C -0.19573 1.51245 3.96680  -0.2826
70 C -1.51407 1.28763 3.41855  -0.1387
71 C -2.38393 0.17386 3.93958  -0.2491
72 C -1.91230 -0.42774 5.17430  0.0767
73 C -0.68934 -0.12457 5.70057  0.0086
74 C 0.19781 0.78571 5.07029  -0.0230
75 C -0.09424 2.84828 1.44309  -0.3646
76 C -0.32257 4.22981 1.44685  -0.0665
77 C -1.19590 4.79693 0.53590  -0.0476
78 C -1.84007 4.00368 -0.39813  -0.0477
79 C -1.58561 2.63899 -0.45207  -0.0946
80 C -0.67003 2.08233 0.43168  -0.1001
81 H 3.41292 6.39367 5.69165  0.1140
82 H 1.01242 5.90197 6.00883  0.1127
83 H -0.05219 4.07253 4.74974  0.1087
84 H 3.69087 3.22720 2.83094  0.0948
85 H 4.75022 5.05104 4.10824  0.1139
86 H -2.00344 2.10494 2.90514  0.1623
87 H -4.24844 -0.83808 3.93697  0.1433
88 H -2.57429 -1.11849 5.68377  0.1425
89 H -0.36752 -0.61055 6.61223  0.1274
90 H 1.20647 0.89066 5.45396  0.1298
91 H 0.16138 4.84768 2.18967  0.1021
92 H -1.39635 5.85973 0.58159  0.1192
93 H -2.53744 4.43887 -1.10164  0.1213
94 H -2.11141 2.04181 -1.19023  0.1035
95 N -4.18787 0.44153 2.27771  0.1002
96 C -3.87401 0.15449 3.67232  -0.0628
97 C -1.53830 -0.03751 2.67119  -0.1888
98 N -2.06936 0.05219 1.39334  0.0243
99 C -3.32516 0.31622 1.26644  -0.1766
100 H -5.16901 0.45817 2.04860  0.1542
101 H -4.38602 0.88984 4.29667  0.1427
102 H -0.68381 -0.69830 2.77172  0.1218
103 H -3.73256 0.43990 0.27007  0.1196
104 F -0.34390 -2.11833 0.86247  -0.3610
105 As -1.32189 -3.59315 1.61501  0.8081
106 F -2.65586 -2.54553 1.97723  -0.2278
107 F -0.58466 -3.01802 3.09040  -0.2399
108 F -2.09139 -4.90883 2.37548  -0.1986
109 F 0.08858 -4.50506 1.26493  -0.2132
110 F -1.95966 -3.90368 0.07016  -0.2102

## Properties
- electronic energy (a.u.) = -7982.0588
- Kohn-Sham gap (alpha / beta) (eV) = 4.0 / 3.4
- charge = +1
- HOMO level (alpha / beta) (eV) = -9.471 / -9.474
- LUMO (alpha / beta) (hartree) = -0.19945 / -0.22451

Entry 2:
The following is a DFT calculation (the ωB97M-V functional and the def2-TZVPD basis) of one molecule with the formula C6H11N3 at a distorted geometry.

Each line ends with the Löwdin charge.
Geometry (Å):
1 C 1.56469 -1.38971 -1.12480  -0.1208
2 C 1.40430 -0.05781 -1.82079  -0.1592
3 C -1.56549 -1.23388 1.70768  -0.1044
4 C -1.68632 0.25823 1.71494  -0.1112
5 C -1.25245 -0.45799 0.46748  -0.2923
6 C 0.76518 1.86328 -0.45123  -0.0858
7 N 0.79562 -1.49857 -0.11884  0.0822
8 N 0.37448 0.58451 -1.00494  -0.1421
9 N 0.11622 -0.36600 0.08090  -0.1469
10 H 2.28052 -2.14292 -1.38640  0.0952
11 H 2.34525 0.50990 -1.82689  0.1075
12 H 1.06003 -0.17337 -2.85644  0.1065
13 H -0.73148 -1.67630 2.22792  0.0975
14 H -2.46291 -1.83207 1.71852  0.0965
15 H -2.66997 0.70153 1.73056  0.0937
16 H -0.94062 0.81604 2.25895  0.0961
17 H -1.95065 -0.50322 -0.36554  0.1411
18 H -0.03205 2.21319 0.20155  0.0749
19 H 1.70345 1.81567 0.11936  0.0879
20 H 0.88220 2.56948 -1.27199  0.0836

## Properties
- energy above the lowest of the compared OMol25 structures with the same formula, charge and spin (kcal per mole) = 73.9
- electronic energy (a.u.) = -399.3775
- Kohn-Sham gap (eV) = 8.8
- SMILES = CN1CC=NN1C1CC1
- HOMO level (eV) = -7.685
- LUMO (hartree) = 0.04125